[1]
Density functional theory data (ωB97M-V/def2-TZVPD) for 13 unconnected molecules or ions with the total composition C42H119N17O14 at a distorted geometry.

Last column: Mulliken charge in e.
Cartesian coordinates (Å):
O 0.28 -3.49 -3.35  -0.541
O -4.48 2.91 -3.43  -0.339
O 2.21 -6.43 1.79  -0.337
O -4.49 -3.56 -5.44  -0.385
O 1.28 0.88 -1.56  -0.373
O -1.59 3.62 3.63  0.044
O 0.50 0.19 -5.06  0.004
O -5.51 -0.35 0.27  -0.764
O 0.49 5.46 -6.14  -0.654
O 6.17 0.04 -1.13  -0.403
O 2.07 4.55 1.52  -0.365
O -4.33 -2.57 2.96  -0.142
O -0.70 -1.47 5.10  0.006
O 3.20 0.07 5.56  -0.743
N 1.03 -4.22 0.50  -0.316
N -1.75 -1.31 -4.38  0.406
N 4.14 2.19 1.06  0.023
N 1.77 -4.61 -4.66  -0.422
N 2.03 -4.57 -2.32  -0.276
N 1.67 6.65 -4.58  -0.317
N 0.49 4.76 -3.95  0.113
N -1.43 2.31 -4.63  0.293
N -4.60 3.66 1.50  -0.708
N -3.91 -0.05 -1.36  0.236
N -3.70 -1.74 0.21  0.101
N -0.86 -2.07 -0.65  -0.322
N 2.04 -1.81 7.45  -0.955
N 2.13 0.76 3.64  0.412
N 4.41 1.13 3.92  -0.273
N -1.68 -3.33 2.99  0.669
N 2.95 6.35 -1.57  -0.464
C 0.03 -1.19 6.28  -1.214
C 2.19 -7.43 2.80  -0.769
C -0.32 -0.14 0.76  1.646
C -5.22 -4.61 -4.86  -0.784
C 3.25 0.63 4.46  0.377
C -5.29 3.33 -2.35  -0.801
C -1.68 -0.50 4.77  -0.519
C -0.42 -0.66 -0.66  2.007
C -2.59 3.19 -4.83  -1.052
C -2.75 -4.30 3.18  0.463
C 2.35 -4.16 1.18  0.490
C 0.46 -3.58 6.78  -1.441
C 0.83 5.62 -4.97  0.512
C 2.45 -5.13 2.35  -0.729
C 1.75 -0.44 -4.90  -0.727
C 2.68 -2.71 1.52  -0.906
C 5.25 0.42 -0.14  -0.368
C 6.55 2.49 0.52  -1.566
C 0.90 4.12 2.17  -0.748
C 0.59 1.41 -5.75  -0.726
C -1.21 4.32 4.81  -1.056
C 4.42 5.76 0.31  -1.590
C -3.40 3.12 2.15  0.351
C 3.13 5.42 -0.44  0.731
C -2.52 2.38 1.13  0.182
C 0.82 -0.47 -1.50  0.468
C -4.43 -0.69 -0.25  0.307
C -1.78 -2.61 -6.50  -1.320
C -4.00 -3.69 3.77  -0.833
C 0.34 1.75 -2.18  1.393
C 1.29 -4.19 -3.42  0.368
C -0.78 2.06 -5.90  -1.106
C -5.34 -1.72 3.47  -0.785
C -2.66 -2.01 -5.37  0.461
C 5.20 1.94 0.06  0.951
C -3.41 -3.11 -4.66  -0.650
C 6.13 -1.32 -1.31  -0.594
C -2.62 4.21 2.87  -0.957
C -2.19 -5.50 3.95  -1.515
C 1.09 -2.26 6.39  1.165
C 1.88 5.40 0.43  -0.791
C -3.25 3.61 -3.53  -0.016
H 1.05 -4.73 -5.35  0.241
H -5.17 -1.61 4.54  0.381
H 1.67 -4.89 3.08  0.208
H 4.92 2.39 -0.91  0.271
H -4.45 0.70 -1.77  0.108
H 5.49 -0.02 0.84  0.319
H 1.66 -1.07 -1.12  -0.191
H -1.32 0.01 1.17  -0.116
H 1.21 3.66 3.10  0.328
H 1.13 2.13 -5.12  0.273
H 5.28 1.04 4.42  0.209
H 1.59 -1.46 -4.56  0.022
H -4.70 3.37 -1.42  0.221
H -5.00 -5.58 -5.32  0.259
H 6.69 3.48 0.08  0.297
H -1.11 -3.35 -6.05  0.112
H 2.86 -5.09 -2.48  0.159
H 2.71 -2.57 7.55  0.284
H -1.80 -5.20 4.92  0.204
H 2.00 6.74 -3.63  0.201
H 1.06 5.12 -0.25  0.283
H -3.79 2.35 2.83  0.320
H 4.69 5.17 1.19  0.327
H -2.38 -0.36 5.61  0.284
H -3.76 -3.31 4.78  0.302
H -5.21 -4.59 -3.77  0.332
H -2.78 -2.09 -0.09  0.038
H -0.18 -3.45 7.66  0.395
H 5.16 -1.69 -1.68  0.150
H 1.63 6.41 0.80  0.346
H 3.44 -2.61 2.30  0.643
H -0.16 -3.91 5.94  0.051
H 3.82 3.15 0.94  -0.197
H 3.84 6.34 -2.07  0.323
H -2.26 3.09 0.34  0.085
H -5.33 -0.78 2.93  0.143
H -0.38 3.76 5.25  0.247
H -2.59 3.40 -2.68  -0.193
H 1.29 0.28 3.91  -0.118
H 2.56 -1.05 6.99  0.563
H 4.25 0.13 -0.48  -0.096
H 1.12 -4.35 7.17  0.454
H -6.27 -4.35 -5.02  0.293
H -2.97 -4.69 2.18  0.412
H -0.13 -2.73 -0.32  0.389
H -3.39 -1.33 -5.82  0.466
H -0.54 3.02 -6.36  0.513
H 0.82 4.95 -3.02  0.196
H -3.78 -2.69 -3.72  0.331
H -1.65 2.05 1.70  -0.163
H -0.29 2.28 -1.46  -0.008
H 0.34 -0.76 1.35  -1.266
H -4.14 -2.20 1.01  0.195
H -2.29 4.04 -5.46  0.568
H -2.78 -3.96 -4.36  0.343
H -2.93 -6.31 4.00  0.446
H 1.68 -2.31 5.48  -0.017
H -3.07 1.58 0.65  -0.167
H 0.11 0.87 0.71  -0.554
H 0.31 4.99 2.49  0.401
H -4.37 4.42 0.86  0.265
H -0.34 1.22 -2.84  -1.055
H -2.22 -0.83 3.90  -0.049
H -5.82 4.27 -2.52  0.363
H -0.77 5.29 4.53  0.370
H 0.87 -5.21 0.28  0.394
H -1.37 -5.93 3.37  0.279
H -1.70 1.44 -4.17  -0.264
H -5.20 4.13 2.19  0.277
H -3.31 2.70 -5.50  0.496
H 7.34 1.84 0.13  0.409
H -3.31 4.82 3.47  0.476
H -0.83 -2.39 -1.63  -0.031
H -2.00 4.42 5.56  0.368
H 0.22 3.58 1.51  0.251
H 2.28 -0.52 -5.87  0.400
H 2.30 1.05 2.69  -0.068
H 2.99 -4.52 0.36  0.376
H -2.17 4.91 2.14  0.210
H 2.51 -5.29 -4.70  0.196
H 2.42 0.04 -4.17  0.178
H -0.98 -1.01 -5.01  -0.201
H -2.44 -3.07 -7.24  0.436
H -4.86 -4.37 3.73  0.423
H -1.25 0.49 4.61  0.165
H -3.21 -0.55 -1.89  -0.255
H -1.97 -2.65 2.28  -0.178
H 0.93 2.43 -2.80  0.111
H -1.42 1.42 -6.50  0.384
H -1.22 -0.13 -1.19  -1.100
H -1.17 -1.86 -7.01  0.337
H 6.67 2.47 1.60  0.291
H 1.96 7.32 -5.26  0.218
H 1.07 1.29 -6.72  0.571
H 6.33 -1.89 -0.39  0.302
H -1.22 -2.07 -3.92  -0.187
H -1.49 -2.79 3.85  -0.363
H -0.09 3.97 -4.19  -0.325
H 1.57 -4.52 -1.38  0.276
H 2.90 7.32 -1.23  0.274
H -6.31 -2.16 3.21  0.252
H 2.97 -2.16 0.64  -0.133
H 0.24 -4.03 1.13  -0.373
H 4.46 6.81 0.61  0.424
H -0.64 -1.25 7.15  0.317
H 3.47 -5.09 2.73  0.469
H 3.17 4.43 -0.89  -0.111
H 1.77 -2.30 1.96  -0.275
H 1.44 -7.18 3.55  0.301
H -6.01 2.54 -2.15  0.291
H 3.29 1.72 0.70  -0.167
H 0.40 -0.16 6.27  0.410
H 1.84 -8.33 2.29  0.267
H 3.19 -7.62 3.19  0.288
H 0.66 -0.83 -2.52  -0.591
H 6.87 -1.64 -2.04  0.313
H 5.24 5.58 -0.40  0.436
H -3.39 4.70 -3.50  0.400
H 4.47 1.64 3.03  0.093

Energy above the lowest of the compared OMol25 structures with the same formula, charge and spin ... 0.00 kJ/mol
E_LUMO ... 0.24 eV
Largest force on an atom ... 1.9 eV Å⁻¹

=====

[2]
Density functional theory data (ωB97M-V/def2-TZVPD) for a molecular structure, C42H126K5O29P2 at a distorted geometry.

Last column: Mulliken charge in e.
Cartesian coordinates (Å):
K -16.86 -6.41 13.83  1.343
K -16.21 -0.34 11.84  -0.363
K -13.75 -5.08 10.87  -0.753
K -18.73 -3.20 14.27  0.466
K -19.14 -5.20 11.14  0.826
P -20.18 -6.04 14.31  0.142
P -16.34 -3.64 12.00  -0.456
O -12.17 -5.69 13.09  0.479
O -17.95 -8.88 12.77  -0.529
O -20.40 -7.42 9.08  -0.344
O -19.24 -3.64 17.08  -0.485
O -21.42 -6.82 14.89  -0.976
O -22.14 -5.25 11.64  -0.311
O -13.31 -1.38 12.43  1.293
O -13.51 -5.49 7.75  0.489
O -13.92 -8.13 10.76  0.018
O -14.96 -1.36 9.39  1.040
O -20.04 -0.23 14.75  -0.563
O -16.14 -1.43 14.63  0.748
O -17.67 -2.87 11.63  -0.716
O -20.66 -4.75 13.56  -0.999
O -18.58 -2.88 9.22  1.724
O -15.19 -2.82 11.38  -1.006
O -11.54 -4.21 9.17  0.435
O -16.12 -6.08 9.19  3.048
O -16.36 -5.13 11.46  -1.488
O -16.83 0.64 8.94  -0.254
O -19.18 -5.58 15.41  -1.084
O -16.19 -3.72 13.59  -0.988
O -15.34 -9.31 12.75  -0.423
O -19.01 -0.82 12.32  2.475
O -20.88 -2.18 7.89  -0.366
O -13.94 1.25 11.84  -0.142
O -17.58 -7.42 16.41  -0.334
O -14.19 -4.79 14.60  0.971
O -19.45 -6.89 13.24  -0.903
C -18.14 -2.08 18.51  -1.199
C -16.36 -7.84 7.58  -1.456
C -17.20 3.02 9.02  -1.549
C -14.10 -5.47 5.49  -0.867
C -14.92 -9.36 15.13  -0.762
C -21.92 -0.82 6.25  -1.472
C -13.49 -1.10 7.41  -1.737
C -19.11 0.46 15.56  1.307
C -9.84 -2.49 8.90  -1.136
C -13.66 -1.54 8.86  0.594
C -9.88 -5.37 12.55  -1.134
C -16.18 1.87 9.16  0.792
C -10.87 -1.35 12.59  -1.565
C -12.20 -2.14 12.81  1.470
C -11.77 -8.12 9.75  -1.047
C -10.43 -3.85 8.37  -0.295
C -13.08 -5.80 16.41  -1.934
C -12.92 2.21 11.76  -0.191
C -20.71 -1.01 7.13  0.261
C -14.98 -1.41 15.42  1.331
C -21.16 -5.99 7.18  -1.190
C -21.10 -6.26 8.67  0.736
C -12.61 -8.68 10.87  -0.219
C -14.57 0.00 15.69  -1.735
C -10.90 -5.37 13.66  -0.253
C -16.69 -7.35 9.01  0.619
C -22.90 -4.06 11.42  -0.582
C -14.32 -5.01 16.01  1.469
C -19.62 -0.06 11.29  1.174
C -15.79 -7.67 18.15  -1.341
C -14.67 -10.03 13.79  -0.543
C -18.63 -9.66 11.81  0.017
C -19.73 0.62 16.97  -1.590
C -13.48 3.41 10.99  -1.226
C -18.17 -11.15 11.90  -1.417
C -17.02 -6.98 17.62  0.910
C -20.44 1.07 11.84  -2.099
C -17.43 -3.02 8.38  1.187
C -22.01 -2.85 11.25  0.022
C -13.09 -6.02 6.50  -0.419
C -17.82 -3.86 7.18  -0.607
C -18.12 -3.49 17.93  1.001
H -13.07 -7.10 6.36  0.304
H -20.59 -5.44 9.17  -0.717
H -15.29 -1.93 16.33  0.072
H -18.25 -2.87 10.12  -0.787
H -14.58 -8.33 15.19  -0.201
H -20.06 -2.42 8.33  0.080
H -21.32 -2.72 12.08  0.033
H -19.93 1.66 12.60  0.269
H -20.18 -5.92 6.72  0.175
H -11.84 -7.04 9.68  0.086
H -21.65 -5.04 6.94  0.268
H -18.58 -11.64 11.01  0.426
H -23.50 -4.18 10.51  0.326
H -20.59 1.28 16.92  0.422
H -12.16 -4.65 8.58  -0.137
H -10.63 -6.09 14.43  0.447
H -15.38 1.92 8.43  0.345
H -9.41 -2.60 9.89  0.284
H -13.50 0.45 12.13  -0.116
H -13.09 -0.90 9.54  -0.044
H -16.72 -7.08 6.89  0.260
H -12.11 -5.40 16.10  0.415
H -13.60 -10.01 13.55  0.383
H -13.56 3.09 9.95  0.228
H -18.12 -4.84 7.55  -0.430
H -12.21 -3.00 12.15  -0.576
H -19.67 -0.34 13.87  -0.073
H -15.23 -5.56 16.24  -0.808
H -20.53 -0.20 7.84  0.093
H -14.38 -4.06 16.53  0.193
H -20.09 -0.30 17.44  0.276
H -15.97 -9.47 15.41  0.405
H -15.28 -7.93 7.46  0.067
H -22.54 -1.90 11.16  0.476
H -19.82 -1.10 6.51  0.246
H -16.35 -8.07 9.76  -0.032
H -19.68 -9.57 12.08  0.435
H -12.24 -8.47 11.87  0.137
H -12.02 1.82 11.27  0.354
H -21.37 0.69 12.27  0.386
H -10.78 -3.84 7.34  0.353
H -22.10 -6.20 9.08  0.292
H -8.96 -2.21 8.33  0.447
H -18.25 -6.77 16.20  0.311
H -13.03 -5.78 17.50  0.451
H -16.86 -5.91 17.44  -0.625
H -17.09 -11.19 11.79  0.201
H -15.03 -5.92 5.83  0.051
H -17.77 -7.22 9.09  -0.189
H -15.45 -7.17 19.06  0.384
H -18.22 -4.21 18.74  0.343
H -21.74 0.09 5.67  0.400
H -14.17 -2.02 15.02  -0.811
H -12.35 -2.46 13.84  -0.143
H -20.15 -0.63 10.53  -0.197
H -13.87 -0.03 16.53  0.453
H -16.12 -2.30 14.23  -0.143
H -9.99 -1.89 12.95  0.358
H -18.54 -9.35 10.77  0.005
H -14.21 -4.39 5.48  0.153
H -18.95 1.39 15.02  0.241
H -12.07 -5.71 6.26  0.350
H -12.63 2.61 12.73  0.253
H -10.79 -1.19 11.52  0.107
H -13.34 -2.57 8.99  0.023
H -12.03 -8.53 8.77  0.343
H -14.97 -11.08 13.78  0.301
H -16.92 -4.05 6.59  0.253
H -16.31 -5.77 10.08  -0.780
H -14.35 -5.89 7.99  -0.692
H -22.77 -0.63 6.89  0.312
H -15.72 1.90 10.15  -0.453
H -17.45 -2.02 19.35  0.423
H -14.10 -1.74 6.76  0.304
H -20.75 -8.19 8.62  0.198
H -16.55 -3.41 8.90  -1.060
H -18.57 -3.40 6.54  0.340
H -21.41 -2.99 10.34  -0.299
H -22.12 -1.61 5.52  0.304
H -17.84 -1.32 17.78  -0.051
H -12.87 -5.49 13.71  -0.108
H -17.09 -2.01 8.12  -0.027
H -9.64 -4.58 8.52  0.252
H -10.94 -0.40 13.12  0.418
H -10.58 -1.68 8.97  0.140
H -12.54 -9.76 10.78  0.455
H -11.04 -4.44 14.21  0.299
H -15.04 -2.00 10.10  -0.456
H -16.83 -8.82 7.43  0.457
H -10.16 -4.55 11.88  0.018
H -13.99 -1.98 12.12  -0.639
H -14.54 -8.48 11.41  0.214
H -18.43 -11.71 12.79  0.322
H -15.30 0.74 16.02  0.282
H -18.54 -1.59 12.00  -0.495
H -14.49 3.74 11.24  0.260
H -10.76 -8.47 9.98  0.423
H -21.58 -5.01 12.38  -0.013
H -14.88 -7.67 17.54  0.099
H -12.42 -1.16 7.18  0.394
H -16.66 3.92 9.30  0.431
H -8.85 -5.24 12.87  0.413
H -13.94 0.31 14.86  0.238
H -16.28 -9.40 12.94  0.101
H -14.98 -4.35 14.26  -0.473
H -13.05 -6.83 16.05  0.225
H -13.92 -5.79 4.46  0.457
H -17.59 3.22 8.02  0.378
H -18.96 0.97 17.65  0.409
H -19.11 -1.76 18.88  0.389
H -12.81 4.26 10.89  0.417
H -13.76 -0.08 7.16  0.335
H -21.68 -6.85 6.77  0.453
H -18.51 -8.14 13.00  0.324
H -17.71 -6.99 18.46  0.386
H -23.53 -4.00 12.31  0.325
H -18.15 -0.07 15.58  -0.772
H -18.80 0.42 10.76  -0.452
H -19.14 -4.50 16.65  0.357
H -15.89 -8.73 18.37  0.382
H -16.12 -0.01 9.02  -0.216
H -14.40 -10.03 15.81  0.548
H -9.86 -6.29 11.97  0.241
H -20.78 1.69 11.01  0.467
H -17.20 -3.72 17.40  -0.706
H -18.00 2.90 9.75  0.232

E_LUMO ... 1.23 eV
Largest force on an atom ... 5.4 eV Å⁻¹
Charge ... -1

=====

[3]
Density functional theory data (ωB97M-V/def2-TZVPD) for a molecular structure, C42H26Cl5IN2O2P2S2Ta.

Last column: Mulliken charge in e.
Cartesian coordinates (Å):
Ta -0.59 0.07 0.99  0.114
I 0.65 -8.51 -0.74  0.169
Cl 0.35 4.01 -2.81  -0.153
Cl 0.13 1.10 -1.60  -0.083
Cl -1.70 3.07 3.00  -0.148
Cl -1.44 5.96 1.90  -0.163
Cl -0.45 6.45 -1.01  -0.168
S 1.78 0.60 1.15  -0.197
S -0.29 -0.22 3.31  -0.142
P -3.33 0.22 1.84  1.487
P -2.59 -0.59 -0.75  1.928
O -1.28 -2.04 1.32  -0.523
O 0.26 -1.49 -0.10  -0.699
N 0.90 1.84 6.08  -0.455
N 3.81 2.93 3.23  -0.425
C -5.20 2.06 0.79  -0.474
C -0.19 3.78 -1.21  -0.249
C -4.59 1.56 1.94  0.870
C -2.64 -4.42 -2.22  -0.727
C -3.59 -0.69 3.39  1.207
C 0.97 1.45 5.01  -0.200
C -0.55 4.86 -0.40  0.659
C -3.61 2.89 -2.72  -1.452
C -2.93 -3.28 -1.47  -0.411
C -6.51 3.60 2.08  -0.653
C -3.79 0.15 -3.16  -1.057
C -3.89 -0.92 0.50  -1.518
C 0.34 -6.50 -0.30  -0.155
C -1.00 4.63 0.91  -0.209
C -0.09 -3.84 0.26  0.125
C -4.16 2.41 -3.90  -0.820
C -0.76 2.23 0.61  -0.893
C 1.04 -5.53 -1.01  -0.622
C -1.73 -4.35 -3.26  -0.604
C -3.15 2.00 -1.76  -0.413
C -3.36 -0.78 5.79  -0.982
C -1.10 3.33 1.39  1.101
C -4.26 1.04 -4.11  -0.791
C -0.56 -6.15 0.71  -0.543
C -1.12 -3.13 -3.56  -0.889
C -4.33 -1.86 3.43  -0.908
C -0.37 -2.43 0.51  0.990
C -0.30 2.51 -0.67  0.883
C 0.98 0.93 3.67  0.264
C -2.32 -2.07 -1.76  -0.039
C -5.92 3.11 3.24  -0.876
C -1.41 -2.00 -2.81  -0.151
C -4.08 -1.97 5.82  -0.727
C -3.22 0.62 -1.97  0.658
C 1.88 1.29 2.74  1.098
C -4.98 2.09 3.17  -0.434
C -6.15 3.07 0.86  -0.910
C -3.12 -0.14 4.59  -0.759
C -4.57 -2.50 4.64  -0.818
C -0.78 -4.82 0.98  -0.466
C 0.82 -4.20 -0.72  -0.534
C 2.95 2.19 3.03  -0.172
H -4.69 0.67 -5.03  0.470
H -1.08 -6.92 1.26  0.434
H -5.14 -3.42 4.65  0.448
H -2.57 0.79 4.58  0.604
H -7.25 4.39 2.14  0.416
H -6.61 3.42 -0.06  0.478
H 1.35 -3.43 -1.27  0.554
H -4.56 1.73 4.10  0.394
H -0.93 -1.06 -3.07  0.368
H -4.91 -0.79 0.14  0.728
H -2.99 -0.34 6.71  0.482
H -4.51 3.10 -4.65  0.438
H -0.41 -3.07 -4.38  0.461
H 1.75 -5.82 -1.77  0.436
H -4.75 -2.29 2.53  0.516
H -4.98 1.64 -0.18  0.393
H -3.86 -0.91 -3.34  0.510
H -1.50 -5.23 -3.84  0.444
H -3.75 -1.92 0.89  0.248
H -6.20 3.50 4.20  0.460
H -2.75 2.40 -0.83  1.366
H -4.26 -2.47 6.76  0.423
H -1.48 -4.52 1.76  0.580
H -3.65 -3.36 -0.66  0.336
H -3.13 -5.35 -1.98  0.495
H -3.54 3.95 -2.54  0.572

Energy above the lowest of the compared OMol25 structures with the same formula, charge and spin ... 0.00 kJ/mol
E_LUMO ... -4.12 eV
Largest force on an atom ... 0.5 eV Å⁻¹
Charge ... +1